Record 1
Density functional theory data (wB97M-V/def2-TZVPD) for an isolated molecule of C8H9NOS2.

Last column: natural (NBO) charge in e.
Positions of all 21 atoms, in Å:
C: 1.22597 1.15050 0.13278  -0.355
C: 0.36348 2.10482 -0.28161  -0.203
C: -0.94129 -0.58268 -0.92903  0.046
C: -0.80677 -0.53956 -2.24000  -0.430
C: 2.53009 1.36677 0.48724  -0.044
C: -2.66265 -0.02403 0.45105  0.640
C: 3.53917 0.35062 0.67734  -0.691
C: -3.82039 -0.61551 1.22660  -0.669
N: -1.99984 -0.89870 -0.22448  -0.593
O: -2.45491 1.30617 0.56694  -0.732
S: -1.13004 2.33209 -0.61138  0.752
S: 0.69096 -0.53705 -0.09921  0.219
H: 0.16834 -0.44334 -2.69270  0.201
H: -1.53926 -0.44605 -3.01632  0.206
H: 2.71008 2.43927 0.71057  0.219
H: 3.35249 -0.49505 -0.00470  0.250
H: 3.31058 -0.04209 1.65327  0.251
H: 4.65048 0.67762 0.80056  0.244
H: -4.64025 0.03143 1.08356  0.221
H: -3.50848 -0.58222 2.35955  0.231
H: -4.17734 -1.63056 0.88086  0.239

Force components x, y, z for each atom (eV/Å):
C 2.52 -1.81 0.30
C -3.78 1.78 -1.10
C 2.88 0.35 -1.11
C 0.88 0.71 -1.83
C -1.47 2.37 -0.53
C -0.14 0.23 0.22
C 1.84 -0.56 0.70
C 0.80 -0.37 1.72
N -2.05 0.38 1.56
O -0.17 -2.19 -0.70
S 1.54 0.17 1.12
S 0.04 -0.93 0.71
H 0.29 0.05 0.33
H -1.07 -0.43 0.27
H 0.32 -0.81 -0.29
H 0.55 0.34 0.05
H 0.00 -0.66 0.77
H -2.12 -0.34 -0.80
H -1.12 0.94 0.23
H -0.82 -0.29 -2.09
H 1.08 1.06 0.48

The spin multiplicity is 1. The frontier orbital gap comes out at 7.25 eV. The HOMO energy comes out at -0.3092 Ha. Its net charge is 0. The LUMO energy is -1.16 eV.

***

Record 2
Density functional theory data (wB97M-V/def2-TZVPD) for a structure of composition C27H51KN2O4PSSbSe4.

Last column: Löwdin charge in e.
Positions of all 92 atoms, in Å:
K: 1.32799 1.43450 0.23517  0.363
C: 1.09873 4.21686 2.16766  -0.194
C: -0.22462 3.63500 2.60374  -0.181
O: -0.06701 2.78135 3.72623  -0.111
C: -0.49073 1.43228 3.58580  -0.192
C: 0.62991 0.43819 3.75939  -0.196
O: 1.37151 0.31464 2.57033  -0.228
C: 2.52731 -0.51680 2.70336  -0.168
C: 3.66820 0.02749 1.86764  -0.213
O: 3.96449 1.36330 2.24838  -0.124
C: 4.08138 2.30231 1.17809  -0.193
C: 3.26748 3.53910 1.49329  -0.209
O: 1.91710 3.15954 1.75132  -0.295
H: 1.56850 4.75443 3.00349  0.131
H: 0.92724 4.92896 1.34750  0.139
H: -0.68250 3.09189 1.76727  0.099
H: -0.89432 4.45765 2.87553  0.124
H: -0.96494 1.26795 2.61352  0.075
H: -1.23540 1.23053 4.36312  0.123
H: 0.18634 -0.53050 4.03453  0.129
H: 1.27800 0.76396 4.58320  0.135
H: 2.29841 -1.53096 2.35861  0.087
H: 2.82772 -0.55215 3.75727  0.123
H: 3.41436 -0.04340 0.79895  0.005
H: 4.54133 -0.61314 2.03247  0.129
H: 3.75484 1.86757 0.22655  0.057
H: 5.12214 2.60645 1.04889  0.135
H: 3.31550 4.20898 0.62985  0.076
H: 3.67335 4.04029 2.38422  0.127
C: -0.09232 -3.37706 -1.93438  -0.068
N: 1.34040 -3.56954 -2.05660  -0.204
C: 1.85848 -3.28665 -3.39972  -0.090
C: 2.12283 -3.74839 -0.98899  -0.824
S: 1.57771 -3.78759 0.61195  0.603
N: 3.47404 -3.96157 -1.30727  -0.254
C: 3.74329 -5.26828 -1.88061  -0.083
C: 4.45987 -3.53439 -0.33195  -0.125
H: -0.62440 -4.15457 -2.49182  0.094
H: -0.34406 -2.40201 -2.35340  0.070
H: -0.38810 -3.40898 -0.89269  0.009
H: 1.37405 -2.38630 -3.77855  0.062
H: 1.64819 -4.12971 -4.07007  0.084
H: 2.92093 -3.08848 -3.35715  0.074
H: 2.98643 -5.52030 -2.62190  0.074
H: 3.74927 -6.05443 -1.11031  0.083
H: 4.71624 -5.25514 -2.37565  0.085
H: 4.26504 -2.49634 -0.06563  0.047
H: 5.43919 -3.58227 -0.81222  0.086
H: 4.45954 -4.16215 0.56786  0.059
C: -3.95437 1.37183 2.14047  -0.111
C: -3.92684 1.65898 0.63187  -0.699
C: -5.23152 1.14980 0.02033  -0.099
C: -3.82712 3.17607 0.43686  -0.105
P: -2.31979 0.89745 -0.00847  1.159
C: -2.67606 -0.90593 0.09448  -0.353
C: -3.59984 -1.60493 -0.68791  -0.107
C: -3.75156 -2.97763 -0.55779  -0.089
C: -2.97288 -3.68583 0.35285  -0.101
C: -2.03554 -3.01466 1.12252  -0.112
C: -1.89066 -1.63733 0.98827  -0.092
C: -2.07843 1.27074 -1.83030  -0.678
C: -1.17852 2.52645 -1.84365  -0.137
C: -3.29659 1.50383 -2.72250  -0.091
C: -1.27319 0.09537 -2.39513  -0.138
H: -4.90489 1.72135 2.56486  0.080
H: -3.14315 1.89168 2.65676  0.059
H: -3.86407 0.30216 2.35293  0.076
H: -6.07210 1.69828 0.46681  0.079
H: -5.38239 0.08903 0.22903  0.068
H: -5.26966 1.30075 -1.05913  0.058
H: -4.63980 3.67186 0.98222  0.082
H: -3.90500 3.45955 -0.61350  0.063
H: -2.87975 3.56498 0.81847  0.064
H: -4.19157 -1.07414 -1.42464  0.090
H: -4.46291 -3.50184 -1.18597  0.096
H: -3.07305 -4.76242 0.43416  0.098
H: -1.38034 -3.56409 1.78644  0.086
H: -1.11233 -1.12495 1.54546  0.092
H: -1.70946 3.40292 -1.45111  0.071
H: -0.82089 2.74919 -2.85262  0.072
H: -0.28821 2.38451 -1.23058  -0.039
H: -3.87595 2.38379 -2.42929  0.059
H: -3.96713 0.63948 -2.75812  0.061
H: -2.92548 1.67387 -3.73881  0.094
H: -0.45450 -0.22167 -1.74172  0.016
H: -0.79655 0.39310 -3.33637  0.009
H: -1.91746 -0.77056 -2.58048  0.069
Se: 5.21755 1.37222 -4.02642  -0.396
Sb: 2.87107 1.42064 -3.34137  -0.353
Se: 2.48052 -0.45105 -1.67198  -0.019
Se: 2.35319 3.50719 -2.03646  -0.185
Se: 1.23827 1.11784 -5.16671  -0.331

Force components x, y, z for each atom (eV/Å):
K -0.79 -0.47 -0.64
C 0.08 -0.03 0.00
C -0.04 -0.08 0.02
O 0.00 -0.07 -0.05
C -0.02 0.13 0.00
C 0.09 -0.03 -0.02
O 0.10 -0.24 0.30
C 0.08 0.09 0.06
C -0.16 0.14 -0.09
O 0.08 -0.01 -0.07
C -0.24 -0.10 0.13
C 0.06 0.00 0.20
O 0.51 0.88 0.58
H -0.02 -0.01 0.02
H 0.02 0.02 0.00
H 0.03 0.00 0.02
H -0.07 0.02 -0.01
H 0.00 0.01 0.00
H -0.06 0.02 0.02
H 0.01 -0.04 0.01
H 0.01 0.00 -0.01
H -0.02 -0.03 0.05
H -0.03 0.04 0.01
H 0.14 -0.01 0.10
H 0.04 -0.06 -0.02
H 0.23 0.07 0.00
H 0.08 -0.02 -0.05
H 0.00 0.03 -0.04
H -0.06 -0.03 0.02
C 0.03 0.02 -0.05
N 0.03 0.00 0.03
C -0.11 -0.13 0.09
C 0.07 0.10 -0.24
S 0.08 0.00 -0.09
N -0.14 -0.09 0.17
C 0.01 0.10 -0.03
C -0.05 -0.05 -0.08
H 0.01 -0.01 -0.03
H 0.02 -0.03 0.02
H 0.03 -0.02 -0.01
H -0.01 0.01 0.03
H 0.00 0.01 0.05
H 0.07 0.02 0.04
H 0.02 0.00 0.00
H 0.01 -0.01 0.02
H 0.00 0.01 0.01
H -0.02 -0.04 0.00
H -0.01 0.01 0.00
H 0.01 0.01 0.02
C -0.02 0.01 0.02
C 0.06 0.03 -0.02
C -0.07 0.01 0.00
C -0.05 0.03 0.01
P -0.08 -0.09 0.08
C 0.06 -0.06 0.04
C -0.05 0.00 0.01
C 0.04 0.02 0.00
C -0.02 0.06 0.00
C -0.08 0.02 0.00
C 0.00 0.01 -0.07
C 0.14 0.08 0.06
C -0.32 -0.08 0.06
C 0.01 0.03 -0.06
C -0.05 -0.05 -0.13
H 0.07 -0.01 -0.03
H -0.05 -0.04 -0.04
H -0.01 0.04 -0.03
H 0.03 -0.03 -0.03
H 0.01 0.04 0.00
H -0.01 -0.02 0.09
H 0.02 -0.03 -0.03
H 0.01 -0.01 0.04
H -0.02 -0.01 0.00
H 0.02 -0.04 0.05
H 0.01 0.01 0.01
H 0.00 0.04 0.00
H -0.01 0.04 -0.02
H -0.03 -0.02 0.02
H 0.07 -0.03 -0.07
H 0.00 -0.08 0.04
H -0.21 0.16 -0.35
H 0.03 -0.06 -0.03
H 0.07 0.06 0.01
H -0.05 0.00 0.03
H 0.01 0.06 0.02
H -0.01 0.01 0.04
H 0.03 0.07 0.01
Se -0.02 0.00 0.00
Sb -0.08 -0.05 0.25
Se 0.32 -0.23 -0.45
Se 0.07 0.00 -0.05
Se 0.00 0.00 0.04

The spin multiplicity is 1. The frontier orbital gap comes out at 4.25 eV. The HOMO energy comes out at -0.0289 Ha. Its net charge is -2. The LUMO energy is 3.46 eV.

***

Record 3
Density functional theory data (wB97M-V/def2-TZVPD) for the ion C9H14NO with charge +1.

Last column: natural (NBO) charge in e.
Positions of all 25 atoms, in Å:
C: -1.00082 0.05967 3.59382  -0.136
C: -0.71015 -0.34131 2.51554  -0.110
C: -0.43725 -0.78984 0.87789  0.448
O: -0.25529 -2.18475 0.68115  -0.695
C: -1.37020 -0.19105 -0.13305  -0.456
C: -0.68635 0.58341 -1.21757  -0.214
C: 0.31028 -0.35847 -1.87517  -0.426
C: 1.39346 -0.89780 -0.91429  -0.224
N: 0.96683 -0.32449 0.39969  -0.382
C: 1.07559 1.12186 0.34704  -0.245
C: 0.07304 1.74419 -0.58606  -0.422
H: -1.52953 0.56514 4.32750  0.251
H: -1.05344 -2.46497 0.20579  0.497
H: -2.03920 0.56131 0.29469  0.257
H: -2.06244 -1.06392 -0.56011  0.233
H: -1.47578 0.74963 -1.84362  0.247
H: 0.79801 0.15741 -2.62206  0.227
H: -0.21780 -1.18987 -2.32329  0.226
H: 1.32191 -1.94676 -0.93009  0.252
H: 2.38296 -0.60558 -1.23838  0.242
H: 1.65923 -0.73342 1.12807  0.469
H: 2.06685 1.36975 0.01778  0.236
H: 1.00469 1.52385 1.30324  0.244
H: -0.63505 2.24129 -0.00322  0.226
H: 0.42044 2.41472 -1.44525  0.254

Force components x, y, z for each atom (eV/Å):
C -0.39 0.23 -0.40
C 1.49 -1.61 -5.72
C 1.31 -0.91 2.06
O -1.37 1.08 0.77
C -3.08 -0.93 0.38
C 2.47 -2.12 1.35
C -0.34 -0.79 0.24
C -2.11 0.95 -0.99
N 2.48 -1.64 2.99
C 1.36 1.16 -1.12
C -0.67 -0.26 -2.56
H -0.24 0.39 1.48
H 0.25 -0.43 0.31
H -0.22 -0.57 0.53
H 1.37 1.89 0.78
H -1.57 1.41 -2.10
H 0.95 1.04 -1.98
H -0.11 -0.19 -0.20
H 0.20 -1.16 0.57
H 0.24 0.44 0.67
H -1.41 1.06 -1.17
H 0.66 -0.14 -0.13
H -0.35 0.47 1.84
H -1.02 1.44 0.79
H 0.11 -0.83 1.61

The spin multiplicity is 1. The frontier orbital gap comes out at 11.71 eV. The SMILES is C#C[C@@]1(O)C[C@H]2CC[N@@H+]1CC2. The HOMO energy comes out at -0.5348 Ha. Its net charge is +1. The LUMO energy is -2.85 eV.

***

We obtain relative energy (zero: lowest compared OMol25 entry of this formula, charge and spin) values of 96.0 2.7 77.5 kcal per mole for the records listed above, in that order.